No. 1
The following is a quantum chemistry calculation of a molecular structure, C4H7LiO2Rh at a distorted geometry, from the Open Molecules 2025 dataset.

Properties
Molar mass, g/mol: 196.9
Gap between HOMO and LUMO (spin up / spin down), eV: 9.72 / 8.02
Spin multiplicity: 6
<S²>: 8.77
Charge: +2

```
15
Properties=species:S:1:pos:R:3:nbo_charge:R:1
H -0.372 -0.722 -3.455 -0.39
C -0.802 0.861 -0.010 0.36
C -1.019 -0.112 1.100 -0.53
C 0.397 0.169 1.403 0.04
C 1.541 -0.462 0.683 -0.20
O 1.119 -1.319 -0.296 -0.49
O -0.804 0.525 -1.238 -0.81
Li -1.386 0.814 -3.027 0.97
Rh 0.234 -1.072 -1.881 1.41
H -0.897 1.932 0.217 0.23
H -1.723 0.247 1.857 0.31
H -1.236 -1.125 0.746 0.26
H 0.635 0.940 2.140 0.27
H 2.104 -1.013 1.471 0.29
H 2.209 0.336 0.292 0.27
```

No. 2
The following is a quantum chemistry calculation of a molecular structure, C4H7N at a distorted geometry, from the Open Molecules 2025 dataset.

Properties
Molar mass, g/mol: 69.1
Gap between HOMO and LUMO, eV: 11.64
Spin multiplicity: 1
Charge: 0

```
12
Properties=species:S:1:pos:R:3:nbo_charge:R:1
C -0.904 0.918 -0.372 -0.63
C 0.372 0.091 -0.269 -0.08
C 0.562 -0.581 1.074 -0.64
C 0.883 -1.116 -1.484 0.12
N -0.299 -1.238 -1.508 -0.35
H -0.802 1.774 0.306 0.21
H -1.051 1.297 -1.386 0.23
H -1.787 0.343 -0.084 0.22
H 1.217 0.731 -0.522 0.24
H 0.579 0.189 1.856 0.22
H -0.267 -1.265 1.279 0.22
H 1.497 -1.144 1.111 0.23
```

No. 3
The following is a quantum chemistry calculation of a single C4H7N molecule at a distorted geometry, from the Open Molecules 2025 dataset.

Properties
Molar mass, g/mol: 69.1
Gap between HOMO and LUMO, eV: 10.83
Spin multiplicity: 1
SMILES: C=C[C@@H]1CN1
Charge: 0

```
12
Properties=species:S:1:pos:R:3:nbo_charge:R:1
C -1.811 0.409 -0.072 -0.36
C -1.046 -0.624 -0.015 -0.22
C 0.391 -0.221 0.591 -0.13
C 1.049 0.887 0.016 -0.32
N 1.428 -0.661 -0.438 -0.54
H -1.331 1.409 -0.183 0.19
H -2.822 0.398 -0.296 0.19
H -1.401 -1.630 0.082 0.22
H 0.625 -0.488 1.537 0.20
H 0.740 1.545 -0.787 0.22
H 2.015 1.110 0.715 0.23
H 0.682 -0.421 -1.117 0.33
```